Formula: C18H62O13
Source: OMol25
Level of theory: wB97M-V/def2-TZVPD

The energy comes out at -46284.648 eV. The gap between HOMO and LUMO comes out at 10.25 eV. The value obtained for the energy above the lowest of the compared OMol25 structures with the same formula, charge and spin is 505.5 kJ/mol. As for the spin multiplicity: 1. The max |F| is 2.50 eV/A.

The geometry in XYZ format:
```
93
Properties=species:S:1:pos:R:3:forces:R:3:mulliken_charge:R:1
O 4.1943 -2.0731 0.0751 -0.522 0.109 -0.363 -0.45
H 1.3475 -3.5732 -0.8221 -0.309 0.456 0.099 0.28
O 1.9794 1.9722 1.2102 -0.301 2.480 -0.012 -0.22
C -2.2008 1.9842 3.8496 0.548 -0.398 0.446 -0.25
H -3.9115 3.5182 -0.4966 0.422 -0.179 0.395 0.26
O -2.7695 1.1469 -1.7293 -1.942 -0.461 0.488 -0.15
H 3.6670 -0.5814 1.3586 0.184 0.117 0.158 0.26
H -2.0839 -4.1382 2.9475 -0.113 0.363 -0.247 0.28
H -0.4564 -2.1694 2.5421 0.153 -0.041 0.137 0.38
H 4.2625 -4.0960 -0.3589 0.036 -0.174 -0.148 0.32
O -2.4462 -1.3954 -3.2881 0.916 -0.198 -1.515 -0.42
H 0.7275 -1.9020 -1.3780 -0.131 -0.428 0.398 0.18
H -2.7793 -2.5501 -0.9486 -0.004 -0.212 0.131 -0.12
H -0.7553 3.6177 3.9054 -0.177 -1.191 0.368 0.28
O -0.4894 1.5576 -0.1187 0.918 0.650 0.143 0.12
H 2.6272 1.2673 1.3673 0.248 0.148 0.339 0.42
H 3.6027 3.0860 1.9449 -0.516 0.042 0.610 0.20
H -0.3100 2.1037 4.7974 0.324 -0.030 0.123 0.42
H -1.5772 5.5847 -0.0539 -0.185 0.163 -0.516 0.36
O -2.7651 4.9757 1.4783 0.032 0.187 0.022 -0.59
C -0.2688 0.1829 0.0900 0.897 -0.632 0.610 -0.12
H -4.1529 -3.4369 1.9157 -0.097 0.332 0.209 0.34
C -2.6199 -3.2597 -1.7689 0.256 0.424 -0.155 -0.19
H -2.7449 2.3936 4.7119 -0.051 0.054 -0.235 0.38
H -0.1485 2.2744 2.9916 -0.726 -0.543 0.771 -0.11
H 0.8391 -3.2803 -2.4990 -0.072 0.059 0.257 0.45
H 5.8291 -3.3710 0.1388 -0.431 -0.049 0.039 0.24
H -1.2470 0.5823 -4.0236 0.337 0.828 0.263 0.12
H -0.2828 2.9060 -5.3043 -0.187 1.160 0.050 0.30
C -0.7784 2.4797 3.8982 0.629 2.032 -1.082 -0.73
H -0.6453 5.0718 1.3309 -0.835 -0.275 -0.260 0.21
O 1.1383 -2.7546 1.6499 -0.225 1.080 -0.453 -0.21
H -1.8251 -3.2802 1.3923 0.213 -0.164 0.276 0.03
H -0.2497 1.7209 -3.0436 0.130 -0.023 0.301 0.25
C 1.5003 -4.0404 1.9982 -0.112 -1.200 0.966 -0.88
H -3.8896 -2.4711 3.4141 -0.350 0.085 0.016 0.38
C -3.9135 1.3234 -0.8398 1.424 -0.070 0.749 -0.04
H 5.1978 1.2929 2.6710 0.253 -0.599 0.236 0.23
H -4.2581 -2.4088 -2.9922 0.928 0.046 0.164 0.29
O 2.6523 -2.4491 -1.9464 -1.067 -0.600 0.232 -0.61
C -0.9250 1.6443 -3.8883 0.346 -1.330 -0.788 -0.69
C -4.4985 2.7024 -0.9078 -0.247 0.681 -0.060 -1.26
O 3.6638 0.1650 1.9910 0.511 -1.152 0.312 -0.51
H -0.3619 -0.1418 1.1568 0.028 0.455 -0.621 0.05
H -2.1605 0.8867 4.0061 -0.412 0.323 -0.589 0.22
H 2.9699 3.7413 0.5555 -1.025 0.218 0.250 0.29
C -3.1396 -2.5635 -3.0540 -1.337 -1.081 1.423 -0.44
H -3.7543 2.3373 2.6796 0.506 -0.146 0.002 0.25
H 1.2466 -0.1491 -4.3925 -0.158 -0.466 0.217 0.26
O -2.7854 2.3971 2.6149 -0.736 -0.238 0.144 -0.47
C 4.9766 0.2159 2.5856 0.156 0.127 -0.484 -0.73
O -0.2401 1.9896 -5.1036 0.065 -1.301 0.222 -0.54
H -2.6710 -0.6980 -2.6942 -0.416 0.941 0.978 0.16
H 0.5599 -4.5702 2.0304 -0.095 -0.602 0.061 0.31
O 1.9829 -0.3936 -3.8168 -0.461 0.035 0.076 -0.58
H 1.9434 -2.2766 1.4920 0.514 0.751 -0.203 0.14
C 1.2780 -2.8161 -1.6053 0.939 -0.204 -0.969 -0.60
C 2.6140 3.2844 1.4996 0.481 -1.338 -0.231 -0.75
H -3.6218 -1.7289 1.8097 -0.048 -0.012 0.075 0.03
C 2.8738 0.7105 -3.9252 0.364 0.395 1.718 -0.32
C -3.5559 -2.6476 2.3953 0.249 -0.263 0.157 -1.03
H 3.5843 -2.1654 -0.7153 0.444 0.437 0.358 0.45
H -2.8073 4.1532 1.9788 -0.148 -0.137 0.304 0.46
H -5.4490 2.6996 -0.3547 0.063 0.118 -0.352 0.38
C -1.5801 4.8511 0.7330 1.182 -0.478 0.455 -0.15
H -3.6786 0.9892 0.2111 0.217 0.585 -0.832 0.09
H 2.8006 1.8474 -1.9113 0.677 -1.219 -0.810 0.13
H -1.4836 3.8182 0.3377 0.072 0.598 -0.034 -0.21
H -1.8147 2.1986 -3.6823 -0.489 0.620 -0.157 0.57
H 4.5037 -3.6199 1.3400 0.366 -0.302 -0.299 0.25
H -3.0278 -3.2467 -3.8770 0.380 -0.055 -0.644 0.32
H -1.0007 -0.3423 -0.4879 -0.539 -0.421 -0.316 -0.02
C 4.7352 -3.3669 0.2918 0.155 0.319 0.884 -0.74
H 5.1172 -0.3179 3.5538 -0.738 0.494 -0.456 0.24
H 3.9411 0.3893 -1.9490 -0.464 -0.596 0.289 0.10
H 0.3514 2.0143 0.1381 -0.755 -0.477 0.024 -0.02
H -4.6370 2.9977 -1.9544 -0.393 -0.284 0.117 0.33
H 2.3023 1.5398 -4.3240 0.143 0.304 -0.247 0.37
H 2.5246 -1.8476 -2.6839 0.313 0.607 -0.479 0.27
H -3.1459 -4.2033 -1.5286 0.343 0.410 -0.214 0.42
H -4.6748 0.6518 -1.1330 -0.658 -0.959 -0.799 0.40
O -1.2350 -2.2599 3.1063 -0.536 0.027 -0.169 -0.51
H 4.3473 1.7556 -2.7990 0.260 0.649 -0.144 0.47
H 5.6753 -0.2733 1.8973 0.077 0.363 0.033 0.30
H -1.5093 -3.4046 -1.8402 -1.016 -0.108 -0.034 -0.09
C -2.1322 -3.1502 2.4439 0.541 -0.299 -0.421 0.20
H 0.7314 -0.1526 -0.2770 -0.523 0.409 0.258 -0.02
H 2.1752 -4.5245 1.2899 -0.009 0.050 -0.134 0.34
H -2.0585 1.6249 -1.3191 1.052 0.338 0.482 0.01
H 1.9458 -4.0878 3.0064 -0.023 -0.013 -0.262 0.27
H 1.9813 3.9507 2.1693 0.703 -0.982 -1.092 0.20
C 3.4794 1.1726 -2.5316 -0.813 0.589 -1.043 -0.81
H 3.6476 0.4085 -4.6250 0.397 0.273 0.036 0.34
```
Positions in Å, forces in eV/Å.

Formula: C18H64O14
Source: OMol25
Level of theory: wB97M-V/def2-TZVPD

The energy comes out at -48368.049 eV. The gap between HOMO and LUMO comes out at 10.17 eV. The value obtained for the energy above the lowest of the compared OMol25 structures with the same formula, charge and spin is 225.5 kJ/mol. As for the spin multiplicity: 1. The max |F| is 2.97 eV/A.

The geometry in XYZ format:
```
96
Properties=species:S:1:pos:R:3:forces:R:3:mulliken_charge:R:1
H 4.7042 3.0522 2.1557 -0.623 0.326 -0.423 0.27
H -2.0416 -2.2152 3.9391 0.231 -0.668 -0.713 0.35
H -3.5171 0.2452 -3.6996 -0.809 -0.351 -0.156 0.32
H 3.9677 0.4713 1.5696 -0.053 -0.037 0.029 0.31
H 2.7348 0.7006 -3.6373 -0.033 -0.018 -0.242 0.26
H 1.0255 -0.6404 0.4930 -0.107 0.172 -0.159 -0.32
C -1.7494 -0.2149 -4.8214 0.462 0.331 -1.422 -0.47
H 4.4434 -1.4380 -2.9016 -0.253 0.134 0.205 0.23
H -1.6730 -4.9844 -0.4216 0.057 0.175 -0.923 0.24
H -0.6795 2.7886 -3.6037 0.542 -0.009 -0.565 0.39
H -1.8427 -0.1190 2.8467 -0.152 0.144 0.175 -0.71
H -2.3067 -1.5272 1.2551 0.848 -1.193 0.944 -0.55
H 1.1027 -3.0556 1.3680 -0.462 -0.096 0.405 0.27
O 2.0308 0.2378 -4.1300 -0.164 -0.008 0.541 -0.57
H -0.8124 0.3794 -4.9030 -0.308 -0.772 -0.245 0.10
H 2.4048 -2.1936 -3.2014 0.108 -0.146 0.248 0.30
C 3.9390 -1.7906 -0.8268 -0.716 1.084 0.459 -0.47
H -2.4766 -4.5242 -1.9560 -0.248 -0.039 -0.188 0.39
H 4.9135 1.0306 2.9918 0.464 -0.342 -0.046 0.53
H 2.9107 2.5367 -1.8475 -0.057 0.289 0.027 0.38
H 0.4593 -3.6809 -1.4261 -0.383 -0.343 0.122 0.23
H -0.5234 3.8095 0.0737 -0.266 -0.300 0.179 0.17
H 0.0005 1.6861 -1.2858 0.180 0.272 0.413 0.01
O -1.9948 1.4239 -3.1664 -0.662 0.743 0.338 -0.41
H -1.5964 -1.1410 -4.2892 0.050 -0.063 0.391 0.03
H 1.4407 1.0675 0.6808 0.177 0.105 0.127 -0.01
H 1.4940 4.0176 0.0922 0.072 0.066 -0.157 0.23
H 1.2780 0.5278 -1.6233 -0.026 -0.031 -0.417 -0.36
H -2.0488 -0.1649 -0.2963 0.754 0.261 -0.711 0.10
C -4.3673 -0.9199 1.8069 1.474 0.666 -0.963 -1.38
H 2.8827 3.4278 0.2750 0.684 -0.054 0.698 0.33
O -1.7342 -3.8507 3.0021 0.457 -0.457 -0.038 -0.49
H -1.4241 2.6292 1.1098 -0.265 -0.537 -0.321 -0.33
O 2.9417 -2.8568 -2.7415 -0.706 -0.173 -0.567 -0.51
H 3.5747 -2.5321 -0.1191 0.268 -0.563 -0.233 0.26
H -0.3465 -0.5732 3.6106 0.187 0.170 0.244 -0.01
O 0.2407 5.3227 2.0057 -0.629 -0.139 -0.755 -0.57
H -1.9797 -4.5896 3.5720 -0.147 0.192 -0.101 0.26
H 4.9220 -2.9656 -2.3136 0.039 -0.500 0.050 0.35
H -1.0174 -5.5991 -1.9713 -0.531 0.222 0.007 0.32
H 0.6103 2.0621 -3.9238 -0.034 0.308 -0.277 0.29
H -2.6289 1.9093 -2.5831 0.284 -0.273 -0.207 0.26
H 2.4079 -0.1769 -4.9071 0.238 0.129 -0.110 0.28
H 3.7594 2.8950 -3.0737 0.001 0.578 -0.350 0.30
H -2.6312 1.0701 4.8618 0.261 -0.037 0.192 0.37
H -1.9525 4.3097 0.9779 -0.219 0.039 -0.097 0.45
H 3.4450 0.0639 3.2768 0.531 0.160 -0.642 0.28
O -2.8245 0.0444 0.2269 -0.288 1.492 -0.195 -0.32
H -3.5351 -1.8271 0.0068 0.118 -0.562 -0.094 0.40
O 3.7516 3.1016 1.9405 0.900 0.312 0.011 -0.57
H -3.9527 -0.2017 2.5144 -0.352 0.107 0.196 0.23
C -1.5523 0.8773 4.7851 -0.388 -0.228 -1.363 -1.26
C -1.3862 -0.3159 3.8226 -0.600 -0.806 1.178 1.35
C -2.7154 0.7449 -4.2110 0.354 -0.420 1.058 -0.45
C 3.1454 2.1093 2.7649 0.135 0.286 -0.055 0.69
C -0.6148 -3.4986 -1.6086 -0.207 -0.226 0.340 0.89
C 0.2723 -2.9526 2.0932 0.040 0.769 -0.355 0.00
H 0.6056 3.3060 2.3137 -0.124 -0.123 -0.013 -0.30
O 0.1477 2.8963 -4.1191 -0.163 -0.302 0.592 -0.73
O -0.7561 -2.8631 -2.8564 -0.359 -0.952 -0.748 -0.66
H -0.2155 0.5305 1.0036 0.188 -0.053 -0.091 -0.22
H -4.7104 -1.7767 2.3716 0.046 -0.326 -0.187 0.37
H -0.4646 -2.2453 1.6927 0.328 -0.058 -0.236 -0.57
C -0.4762 -4.2162 2.3698 -0.438 -0.570 0.267 -0.37
C -0.2453 3.9818 2.2086 0.392 0.839 -0.220 0.28
H -0.9781 -2.8225 -0.8563 0.044 0.579 0.637 -0.44
H 4.8637 -1.3613 -0.4389 0.025 0.022 0.012 0.43
H -2.1069 -0.5010 -5.8327 0.364 0.204 0.451 0.39
C 0.6625 0.3861 0.3563 -0.272 0.071 0.975 0.28
O -0.6650 -0.2231 -1.5211 0.262 -0.628 0.386 0.19
H -4.4451 2.6854 -1.1206 0.413 -0.242 0.204 0.28
H 2.0991 2.0608 2.4188 0.496 -0.218 0.416 -0.62
H 0.9792 5.5676 2.5502 0.396 -0.245 0.575 0.32
O -3.4843 2.5654 -1.0853 -0.030 0.075 -0.193 -0.72
H 3.2108 2.4988 3.8088 -0.420 -0.617 -0.479 0.35
O 3.5999 2.2044 -2.4420 -0.074 -0.967 0.203 -0.67
H -0.8425 3.9491 3.1194 -0.050 -0.117 0.129 0.39
C -3.1810 -1.1719 0.7957 -2.906 -0.062 0.630 0.60
H -1.1491 0.6733 5.7723 0.135 -0.001 -0.041 0.39
H 0.6292 -2.4841 3.0117 0.180 -0.208 0.022 0.49
H -0.5022 -1.9592 -2.7289 0.302 0.963 0.233 0.12
O -2.0361 -1.4434 4.4933 0.356 1.788 0.060 -0.64
C -1.0964 3.6469 0.9968 0.614 0.527 0.451 -0.26
H -0.7103 -4.7646 1.4460 0.187 0.142 0.213 -0.01
H -3.0880 1.4112 -4.9666 -0.201 0.631 -0.162 0.36
C 0.3540 0.6804 -1.0661 -0.215 -0.387 -0.857 0.75
H -3.2822 1.8258 -0.4816 -0.445 -0.037 -0.016 0.44
O 2.1710 3.4939 -0.3550 -0.710 0.018 -0.497 -0.69
H -1.1093 1.7704 4.3229 0.098 -0.143 0.339 0.13
H -1.2008 0.2296 -2.1911 -0.010 0.423 -0.333 0.05
C -1.5198 -4.7354 -1.5038 1.389 -0.348 0.652 -1.25
H 3.1471 -1.0161 -0.7675 0.474 -0.051 -0.213 -0.15
C 4.1036 -2.2573 -2.2512 0.644 0.327 0.074 -0.44
C 3.9279 0.8094 2.6022 -1.302 0.058 1.257 -1.30
H 0.0765 -4.8839 3.0463 -0.052 0.113 -0.221 0.45
H -5.1908 -0.4412 1.2545 0.206 -0.264 0.242 0.35
```
Positions in Å, forces in eV/Å.